ORCA calculation (wB97M-V/def2-TZVPD) on C38H34Cl2N as an isolated structure in a non-equilibrium geometry.

Each line ends with the Mulliken charge.
Element x y z (Å)
1 Cl -6.383 5.550 -0.345  -0.179
2 C -5.010 4.535 -0.484  0.427
3 C -5.184 3.150 -0.626  -0.923
4 C -4.068 2.333 -0.749  -0.124
5 C -2.753 2.850 -0.696  -0.618
6 C -1.619 1.961 -0.743  1.164
7 C -0.352 2.382 -1.039  -1.311
8 C 0.802 1.768 -0.446  1.384
9 C 2.056 2.565 -0.298  0.993
10 C 3.126 2.111 0.494  -0.312
11 C 4.174 2.970 0.824  -1.286
12 C 4.136 4.298 0.364  0.395
13 Cl 5.379 5.380 0.829  -0.178
14 C 3.161 4.716 -0.553  -1.016
15 C 2.165 3.815 -0.936  -0.361
16 C -2.606 4.260 -0.532  -0.326
17 C -3.722 5.093 -0.430  -0.874
18 H -6.185 2.735 -0.645  0.412
19 H -4.191 1.263 -0.938  0.467
20 H -1.799 0.922 -0.423  -0.407
21 H -0.241 3.270 -1.658  0.727
22 H 0.518 1.076 0.376  -0.600
23 H 3.152 1.088 0.882  0.573
24 H 4.994 2.631 1.450  0.448
25 H 3.174 5.731 -0.941  0.424
26 H 1.484 4.125 -1.727  0.388
27 H -1.606 4.692 -0.504  0.465
28 H -3.614 6.167 -0.309  0.407
29 C -3.668 -0.458 1.240  -0.518
30 C -2.613 -0.219 2.111  -1.174
31 C -1.343 -0.751 1.855  -0.299
32 C -1.074 -1.413 0.660  0.022
33 C 0.266 -2.017 0.297  4.109
34 C 1.327 -1.895 1.408  -0.008
35 C 1.938 -3.017 1.990  -0.353
36 C 2.959 -2.875 2.934  -0.904
37 C 3.387 -1.607 3.321  -0.806
38 C 2.749 -0.483 2.797  -0.803
39 C 1.646 -0.639 1.953  -0.179
40 C 0.067 -3.518 -0.001  -0.804
41 C -0.960 -4.263 0.608  0.132
42 C -1.053 -5.655 0.426  -1.090
43 C -0.082 -6.326 -0.317  -0.539
44 C 0.994 -5.612 -0.854  -0.939
45 C 1.062 -4.224 -0.694  0.160
46 C 0.808 -1.292 -1.016  -1.447
47 C -0.176 -1.049 -2.141  -0.604
48 C 0.565 -0.164 -3.141  -1.063
49 C 1.813 0.291 -2.415  -0.372
50 N 1.439 0.063 -1.004  -0.652
51 C -2.182 -1.755 -0.151  0.561
52 C -3.460 -1.252 0.105  -1.457
53 H -4.659 -0.056 1.438  0.458
54 H -2.756 0.369 3.022  0.444
55 H -0.592 -0.651 2.636  0.734
56 H 1.611 -4.033 1.740  0.298
57 H 3.409 -3.776 3.349  0.457
58 H 4.196 -1.490 4.028  0.433
59 H 3.072 0.521 3.057  0.551
60 H 0.965 0.215 1.825  0.508
61 H -1.722 -3.795 1.240  0.402
62 H -1.889 -6.205 0.877  0.428
63 H -0.145 -7.404 -0.472  0.432
64 H 1.805 -6.111 -1.389  0.422
65 H 1.942 -3.689 -1.053  0.324
66 H 1.672 -1.884 -1.408  0.455
67 H -0.630 -1.949 -2.559  0.623
68 H -1.040 -0.461 -1.804  -0.003
69 H 0.804 -0.685 -4.056  0.357
70 H -0.078 0.661 -3.484  0.381
71 H 2.656 -0.398 -2.594  0.445
72 H 2.100 1.315 -2.662  0.467
73 H 2.224 0.177 -0.333  0.378
74 H -2.070 -2.474 -0.982  0.429
75 H -4.275 -1.507 -0.581  0.445

## Properties
Net charge: +1
HOMO energy (Eh): -0.40724
Frontier orbital gap (Eh): 0.2667